[1]
# C10H11N2O2

A structure of composition C10H11N2O2 (ωB97M-V with the def2-TZVPD basis set, the OMol25 dataset).

Element x y z (Å)
C 2.8710 0.2343 1.3358
C 1.5491 0.3572 1.6356
C 3.4009 -0.0535 0.0583
C 0.5039 0.2194 0.6737
C 0.7502 -0.0117 -0.6177
C 2.6422 -0.2307 -1.0485
C -0.9424 0.3249 1.1184
C -0.1967 -0.1950 -1.7326
C -1.8358 -0.4519 0.1548
C -1.6378 0.0549 -1.2721
N 2.7749 -0.5364 -2.3252
N 3.9312 -0.7338 -2.8938
O 5.0087 -0.5865 -2.2959
O 3.8953 -1.0834 -4.0802
H 3.5900 0.3571 2.1397
H 1.2579 0.5695 2.6595
H 4.4763 -0.1464 -0.0433
H -1.0539 -0.0629 2.1342
H -1.2498 1.3762 1.1339
H 0.0703 0.4757 -2.5516
H -0.0875 -1.2116 -2.1201
H -1.5659 -1.5105 0.1963
H -2.8866 -0.3575 0.4498
H -1.8520 1.1266 -1.2967
H -2.3385 -0.4405 -1.9503

Computed properties:
- net charge = -1
- lowest unoccupied orbital energy (eV) = 3.38
- E (eV) = -17620.43418
- energy relative to the best compared isomer or geometry (same formula, charge and spin) (kcal per mole) = 57.7
- highest occupied orbital energy (Eh) = -0.12812



[2]
# BrFIN

A cluster of 2 separate species, BrFIN in total (ωB97M-V with the def2-TZVPD basis set, the OMol25 dataset).

Element x y z (Å)
N -0.3467 0.3780 0.4351
F -0.4490 1.3982 -0.4144
Br 2.4264 -0.6966 -0.0185
I -1.6307 -1.0795 -0.0022

Computed properties:
- lowest unoccupied orbital energy (alpha / beta) (eV) = -3.28 / -1.53
- E (eV) = -82345.77087
- energy relative to the best compared isomer or geometry (same formula, charge and spin) (kcal per mole) = 27.9
- highest occupied orbital energy (alpha / beta) (Eh) = -0.36374 / -0.38809



[3]
# C22H43F2NO7S

A cluster of 4 separate species, C22H43F2NO7S in total (ωB97M-V with the def2-TZVPD basis set, the OMol25 dataset).

Element x y z (Å)
C 3.7096 -0.9734 1.0084
C 4.2293 0.0247 -0.0404
C 3.1671 0.8677 -0.7749
C 2.3189 -0.0632 -1.6426
C 2.4114 1.9205 0.0993
C 3.2952 2.3991 1.2532
N 2.7016 3.4493 2.0587
C 3.6124 3.9035 3.1071
O 2.2721 3.0862 -0.7935
S 0.8880 3.8371 -0.6820
O 0.1343 3.6222 -1.8688
O 1.0934 5.1559 -0.1821
O 0.3261 2.9570 0.5185
C 0.9246 1.6715 0.5515
F 0.2504 0.9132 -0.3800
C 0.6541 1.0771 1.9295
C 0.4103 -0.4271 1.9297
F -0.9558 -0.6676 1.7671
H 4.3878 -1.0327 1.8630
H 2.7232 -0.7015 1.3900
H 3.6362 -1.9818 0.5933
H 5.0046 0.6619 0.3874
H 4.7247 -0.5410 -0.8355
H 3.7278 1.5044 -1.4670
H 1.7550 -0.7863 -1.0478
H 1.6154 0.4783 -2.2758
H 2.9897 -0.6268 -2.2943
H 4.2470 2.7011 0.7881
H 3.5080 1.5532 1.9123
H 2.4729 4.2419 1.4672
H 4.4273 4.5355 2.7284
H 4.0663 3.0360 3.5946
H 3.0560 4.4616 3.8609
H 1.4219 1.3758 2.6393
H -0.2784 1.5353 2.2713
H 0.9121 -0.9459 1.1111
H 0.7106 -0.8624 2.8858
C -5.1993 0.9593 2.6257
C -4.4089 -0.1110 1.8773
C -4.2463 -1.1741 2.9521
O -5.4067 -1.0882 3.7844
C -6.1287 0.1060 3.4795
H -5.7378 1.6392 1.9667
H -4.5366 1.5502 3.2628
H -4.9934 -0.4892 1.0386
H -3.4528 0.2372 1.4891
H -3.3557 -0.9863 3.5621
H -4.1780 -2.1855 2.5490
H -7.0405 -0.1542 2.9302
H -6.4163 0.5864 4.4161
C -4.2850 0.6390 -3.5229
C -5.8092 0.6217 -3.6264
C -6.1945 -0.0715 -2.3254
O -5.1929 0.2868 -1.3734
C -4.0843 0.9007 -2.0362
H -3.8120 1.3953 -4.1473
H -3.8762 -0.3361 -3.7959
H -6.1983 1.6418 -3.6429
H -6.1826 0.0991 -4.5060
H -6.2034 -1.1605 -2.4453
H -7.1675 0.2407 -1.9436
H -4.0852 1.9740 -1.8193
H -3.1618 0.4719 -1.6428
C 4.1079 -4.8527 -1.3421
C 2.8584 -5.2748 -2.1127
C 2.2658 -3.9248 -2.4947
O 3.3742 -3.0378 -2.6602
C 4.5616 -3.6381 -2.1418
H 4.8715 -5.6270 -1.2868
H 3.8425 -4.5608 -0.3233
H 3.1371 -5.8342 -3.0078
H 2.1699 -5.8840 -1.5292
H 1.6134 -3.5393 -1.7030
H 1.6985 -3.9504 -3.4253
H 5.2108 -3.9293 -2.9740
H 5.0914 -2.8999 -1.5358

Computed properties:
- SMILES = CC[C@@H](C)[C@@]1(CNC)OS(=O)(=O)O[C@]1(F)CCF.C1CCOC1.C1CCOC1.C1CCOC1
- lowest unoccupied orbital energy (eV) = 0.50
- E (eV) = -55602.30787
- highest occupied orbital energy (Eh) = -0.33141



[4]
# C4H16AgCl2N8O4

A structure of composition C4H16AgCl2N8O4 (ωB97M-V with the def2-TZVPD basis set, the OMol25 dataset).

Element x y z (Å)
Ag -17.1701 -23.2981 25.0608
Cl -18.4977 -25.5009 25.8506
Cl -16.3511 -23.2470 22.4620
C -15.6063 -20.2218 24.7110
O -16.2566 -21.2448 24.8918
N -15.7184 -19.1265 25.5176
N -14.7363 -20.1059 23.7615
H -15.1480 -18.3399 25.2418
H -16.6415 -19.0451 25.9191
H -14.2064 -19.2461 23.7711
H -14.8442 -20.8530 23.0904
C -14.0174 -24.6533 25.7452
O -15.1214 -24.0750 25.6152
N -13.0107 -24.7103 24.9266
N -13.6664 -25.1327 26.8812
H -12.2243 -25.2941 25.1731
H -13.1582 -24.2297 24.0506
H -14.3634 -25.1117 27.6119
H -12.8129 -25.5971 27.1568
C -19.9409 -22.4162 23.4419
O -18.9800 -22.4149 24.2270
N -21.1673 -22.5686 23.8587
N -19.8959 -22.1499 22.1833
H -21.7667 -22.7916 23.0769
H -21.4006 -22.7339 24.8274
H -20.7180 -22.2646 21.6079
H -18.9661 -22.2248 21.7961
C -17.9934 -22.3146 28.1667
O -17.8470 -22.4345 26.9859
N -17.9763 -21.1405 28.7835
N -18.2378 -23.2624 28.9052
H -18.3740 -21.1351 29.7119
H -17.9456 -20.3813 28.1181
H -18.4184 -24.1995 28.5745
H -18.3562 -23.0221 29.8790

Computed properties:
- net charge = +1
- lowest unoccupied orbital energy (alpha / beta) (eV) = -1.88 / -6.12
- E (eV) = -53556.94192
- multiplicity = 3
- highest occupied orbital energy (alpha / beta) (Eh) = -0.47114 / -0.46370



[5]
# C5H8O

The molecule C5H8O (ωB97M-V with the def2-TZVPD basis set, the OMol25 dataset).

Element x y z (Å)
O 2.2354 -1.4178 0.9065
C 1.3657 -0.7454 0.1196
C 1.0285 0.5484 0.2661
C -0.2328 0.9619 -0.3323
C -1.1186 -0.4991 -0.6963
C -1.6201 0.6271 0.1020
H 2.3275 -0.8848 1.7072
H 1.0051 -1.3379 -0.7162
H 1.7457 1.2600 0.6834
H -0.1878 1.9492 -0.8470
H -1.3271 -0.6599 -1.7454
H -1.0781 -1.4685 -0.1580
H -2.3538 1.2241 -0.4251
H -1.8129 0.4612 1.1539

Computed properties:
- SMILES = O/C=C/C1CC1
- lowest unoccupied orbital energy (eV) = 0.99
- E (eV) = -7358.78475
- energy relative to the best compared isomer or geometry (same formula, charge and spin) (kcal per mole) = 80.0
- highest occupied orbital energy (Eh) = -0.29418



Number 1: F_max 0.1097 Eh/bohr. Number 2: F_max 0.0302 Eh/bohr. Number 3: F_max 0.0079 Eh/bohr. Number 4: F_max 0.1778 Eh/bohr. Number 5: F_max 0.0276 Eh/bohr.